Entry from the OMol25 dataset: the molecule C5H7OP at a distorted geometry (ωB97M-V with the def2-TZVPD basis set).

Output
Orbital gap (spin up / spin down), hartree: 0.2366 / 0.2258
LUMO level (spin up / spin down), eV: -1.48 / -1.59

```
! RIJCOSX wB97M-V def2-TZVPD def2/J DEFGRID3
* xyz 0 1
C -1.3488 -0.4414 -0.0398
C -0.3892 0.4948 -0.1665
C -1.2489 -1.8750 -0.0663
C 1.0218 0.3324 0.0701
C 1.7676 1.5822 0.3353
O 1.6104 -0.7438 0.0067
P -2.0026 -1.6062 -1.7778
H -2.3902 -0.1539 0.1050
H -0.6301 1.6152 -0.2556
H -0.2836 -2.3761 -0.1707
H -1.9448 -2.4673 0.6070
H 2.6458 1.2681 0.9333
H 1.1923 2.1975 0.9817
H 2.0002 2.1734 -0.5623
*
```


Entry from the OMol25 dataset: a structure of composition C8H26LiN2O4 at a distorted geometry (ωB97M-V with the def2-TZVPD basis set).

Output
Orbital gap, hartree: 0.3377
LUMO level, eV: -2.96

```
! RIJCOSX wB97M-V def2-TZVPD def2/J DEFGRID3
* xyz 1 1
Li -1.1691 2.6811 -17.0073
O -1.2180 0.7369 -17.2800
H -1.2233 0.0173 -16.6348
H -1.9868 0.5714 -17.8450
O 0.1605 3.5773 -15.7727
H -0.1634 3.8478 -14.9026
H 1.0986 3.3857 -15.6396
C -2.7164 5.3847 -16.1990
C -3.1280 4.2041 -15.3186
C -4.4829 4.4429 -14.6878
O -4.2687 5.3713 -13.6427
C -5.4389 5.5576 -12.8351
N -3.0658 2.9445 -16.1131
H -2.5567 6.2537 -15.5508
H -3.5145 5.6859 -16.8770
H -1.7618 5.2455 -16.7013
H -2.3703 4.0598 -14.5489
H -4.9007 3.5109 -14.2852
H -5.2510 4.8615 -15.3456
H -5.3151 4.9772 -11.9190
H -6.3324 5.2326 -13.3667
H -5.4746 6.6133 -12.5802
H -3.8703 2.8328 -16.7305
H -3.1819 2.1566 -15.4728
C 0.2789 1.3568 -20.2003
C 0.7126 2.7869 -20.4768
C 0.5589 3.7577 -19.3249
O -0.7190 3.7538 -18.6831
C -1.8146 3.8744 -19.5552
N 2.1445 2.7486 -20.8121
H 0.2765 0.7164 -21.0760
H -0.6997 1.2764 -19.7194
H 0.9611 0.9784 -19.4322
H 0.1600 3.1786 -21.3414
H 0.7104 4.7905 -19.6628
H 1.3589 3.6207 -18.5944
H -2.7230 4.0115 -18.9630
H -2.0349 3.0020 -20.1845
H -1.6852 4.7374 -20.2189
H 2.2835 2.3128 -21.7196
H 2.5314 3.6805 -20.9552
*
```


Entry from the OMol25 dataset: a structure of composition C33H28Cl5F5IN2OPSTaTe (ωB97M-V with the def2-TZVPD basis set).

Output
Orbital gap, hartree: 0.2375
LUMO level, eV: -9.33

```
! RIJCOSX wB97M-V def2-TZVPD def2/J DEFGRID3
* xyz 3 1
Ta 0.2942 3.4868 0.9799
Cl -1.0355 5.6510 1.6967
C -0.4098 5.0229 3.2298
C 0.2055 3.7987 3.0894
C 0.7912 3.2473 4.2190
Cl 1.6270 1.7431 4.0534
C 0.7136 3.8937 5.4495
Cl 1.4131 3.1893 6.8353
C 0.0609 5.1363 5.5433
Cl -0.0366 5.9362 7.0385
C -0.5099 5.7328 4.4102
Cl -1.2905 7.2422 4.4690
I -1.5967 0.5354 2.3994
C -1.8451 -1.4404 3.0858
C -2.1454 -1.7186 4.3854
C -2.3386 -3.0652 4.7641
C -2.2454 -4.0615 3.8367
C -1.9498 -3.7729 2.4801
C -1.9028 -4.7871 1.4958
C -1.6798 -4.4886 0.1781
C -1.4602 -3.1599 -0.2130
C -1.4502 -2.1447 0.7236
P -1.0670 -0.4712 0.2314
C 0.7891 -0.2926 -0.0371
C 1.3421 -0.9498 1.2149
C 2.1103 -2.0358 1.2344
C 2.5201 -2.7211 0.0134
C 2.1262 -2.2683 -1.1685
C 1.1269 -1.1349 -1.3447
C -2.1567 0.1042 -1.0218
C -3.4285 -0.4813 -1.1210
C -4.3088 -0.0149 -2.0787
C -3.9306 1.0263 -2.9224
C -2.6699 1.6075 -2.8179
C -1.7802 1.1535 -1.8641
C -1.7254 -2.4306 2.0891
H -2.2421 -0.9362 5.1277
H -2.5725 -3.2918 5.7950
H -2.4101 -5.0920 4.1241
H -2.0743 -5.8127 1.7985
H -1.6809 -5.2704 -0.5686
H -1.3250 -2.9502 -1.2678
H 1.1393 -0.4259 2.1408
H 2.4774 -2.3990 2.1855
H 3.1916 -3.5662 0.0808
H 2.4641 -2.7312 -2.0888
H 0.2091 -1.6519 -1.6283
H -3.7219 -1.2882 -0.4615
H -5.2922 -0.4560 -2.1665
H -4.6287 1.3912 -3.6644
H -2.3911 2.4214 -3.4739
H -0.8046 1.6056 -1.7657
C -0.1003 -2.4538 -4.4283
C -0.4783 -1.0730 -3.9177
N 0.7070 -0.2468 -3.6092
C 1.5442 -0.3617 -2.5858
S 1.5507 1.4057 0.0657
N 2.7658 0.1082 -2.7133
C 3.9020 0.1424 -1.7741
C 5.1217 -0.4959 -2.4130
H -0.9995 -3.0081 -4.6956
H 0.4412 -3.0279 -3.6721
H 0.5248 -2.3894 -5.3186
H -1.1233 -1.1247 -3.0436
H -1.0387 -0.5179 -4.6676
H 1.0653 0.2559 -4.4124
H 2.9950 0.4978 -3.6210
H 3.6211 -0.3643 -0.8566
H 4.0975 1.1843 -1.5159
H 4.9484 -1.5502 -2.6282
H 5.9696 -0.4207 -1.7341
H 5.3983 0.0079 -3.3406
F 1.4512 2.7443 -3.2663
Te 1.7356 3.9251 -1.8122
F -0.1199 3.5943 -1.5064
F 2.2425 3.5849 1.1444
F 1.3851 5.3344 -2.9300
F 1.0406 5.1538 -0.2948
O -1.1427 2.4807 0.8238
*
```


Entry from the OMol25 dataset: a structure of composition C12H36ClI2LaN3OP3 at a distorted geometry (ωB97M-V with the def2-TZVPD basis set).

Output
Orbital gap (spin up / spin down), hartree: 0.1226 / 0.1467
LUMO level (spin up / spin down), eV: -10.30 / -10.46

```
! RIJCOSX wB97M-V def2-TZVPD def2/J DEFGRID3
* xyz 2 1
I 2.6754 -0.3557 0.8257
I -1.7687 0.0299 -2.7995
La 0.6684 -1.8496 -1.3649
P 2.3284 0.6180 -2.8049
C 2.0348 2.4477 -2.4636
C 4.1450 0.5873 -2.8911
H 4.5588 1.2639 -3.6524
H 2.6631 1.1931 -5.2015
H 4.4140 -0.4374 -3.1583
H 2.2145 -0.5145 -4.8862
H 2.1085 2.6086 -1.3638
H 4.5852 0.7992 -1.9127
C 2.0042 0.5286 -4.6109
H 2.7623 3.1084 -3.0065
H 0.9416 0.7228 -4.8194
H 0.9938 2.7156 -2.7548
P 0.0767 -4.0068 0.3037
C -1.0262 -3.7218 1.7672
C -0.8000 -5.1639 -0.8047
H 2.1511 -5.1266 0.0567
H 1.0908 -6.0012 1.2193
H 1.9796 -4.4862 1.7057
C 1.4556 -5.0145 0.8988
H -0.1582 -5.3160 -1.6852
H -0.9583 -6.1227 -0.2864
H -1.3973 -4.7103 2.1502
H -1.8770 -3.0558 1.4678
H -1.7507 -4.7287 -1.1499
H -0.4388 -3.1708 2.5445
Cl 2.0260 -3.3297 -3.1081
C -0.8964 0.3207 3.5823
N -0.3194 1.1587 2.5309
C 1.1134 1.3107 2.7948
P -0.9499 1.0727 0.9902
O -0.4871 -0.1212 0.1825
N -2.5945 1.0437 1.2973
C -3.4970 0.4952 0.2821
C -3.2038 2.1184 2.0754
N -0.4747 2.5709 0.3211
C -1.1211 2.9327 -0.9710
C -0.3794 3.7438 1.1939
H -0.3179 0.4739 4.5077
H -0.8091 -0.7410 3.3102
H -1.9346 0.5734 3.8095
H 1.5478 0.2900 2.6265
H 1.6258 2.0217 2.1450
H 1.2903 1.5348 3.8662
H -2.9944 -0.3004 -0.2777
H -4.4160 0.0915 0.7311
H -3.7851 1.2725 -0.4366
H -4.1969 1.8492 2.4410
H -2.6229 2.3824 2.9560
H -3.3604 3.0187 1.4789
H -2.1362 3.3115 -0.7963
H -0.5602 3.7352 -1.4634
H -1.1762 2.0692 -1.6501
H -1.3642 4.1371 1.4691
H 0.1824 3.5565 2.1061
H 0.1349 4.5663 0.6825
*
```